(1)
ORCA calculation (wB97M-V/def2-TZVPD) on a molecular structure, C39H49Br2CaFN9O2S2.

```
105
Properties=species:S:1:pos:R:3:forces:R:3
Ca -0.295029 0.383007 0.208755 -0.061 -0.068 0.331
C 0.185894 0.279682 3.958375 0.006 0.001 0.107
O -0.018896 -0.542812 2.824605 -0.212 0.044 -0.282
C -0.402178 -1.834833 3.029582 0.176 -0.001 0.513
C -0.251571 -2.456498 4.254176 0.036 0.192 -0.090
C -0.704030 -3.756815 4.422220 -0.057 -0.237 0.107
Br -0.495143 -4.601130 6.122710 -0.014 0.032 -0.075
C -1.319270 -4.418459 3.393181 0.113 0.038 -0.056
C -1.465966 -3.788518 2.150668 -0.073 -0.213 -0.264
C -0.981316 -2.480529 1.897509 -0.206 -0.138 0.077
O -1.061952 -1.864497 0.766311 -0.041 0.479 0.291
C -2.216838 -4.565693 1.137870 -0.064 0.332 0.100
N -3.341402 -4.207604 0.580008 0.006 -0.003 -0.066
C -3.695529 -5.273189 -0.234676 -0.043 0.054 0.010
C -4.789540 -5.422468 -1.082533 0.016 -0.049 0.016
C -4.888524 -6.590710 -1.816082 -0.008 0.003 -0.003
C -3.920608 -7.599998 -1.715946 -0.001 -0.001 -0.008
C -2.833017 -7.472045 -0.870207 0.005 0.031 0.046
C -2.746487 -6.299370 -0.130923 0.054 -0.013 -0.056
N -1.830059 -5.837750 0.788899 0.071 0.075 0.084
H -0.647489 0.181407 4.660924 0.001 -0.029 -0.006
H 0.219064 1.293592 3.568269 0.019 -0.007 -0.021
H 1.115139 0.014515 4.475718 0.009 -0.010 -0.012
H 0.202567 -1.938450 5.085129 0.019 0.022 -0.002
H -1.719285 -5.414622 3.522520 0.011 -0.026 0.069
H -0.808156 -2.811632 -0.626715 0.209 -0.388 -0.650
H -5.530130 -4.638329 -1.167675 0.013 0.028 0.004
H -5.725402 -6.724991 -2.489940 0.009 -0.020 -0.008
H -4.021111 -8.494941 -2.317030 -0.014 0.002 -0.003
H -2.079996 -8.246458 -0.796923 -0.007 -0.008 -0.007
H -0.885333 -6.158862 0.908935 -0.014 -0.065 -0.040
C -3.611301 -0.999405 -0.980743 0.105 0.014 -0.042
N -3.769886 -0.160656 0.201016 -0.041 -0.089 -0.011
C -4.260033 -0.839417 1.388832 -0.058 -0.039 -0.174
C -3.333672 1.115378 0.212504 -0.043 0.224 0.052
N -2.337413 1.466183 -0.569420 -0.414 0.210 0.117
C -2.329793 2.742759 -1.142668 0.181 -0.009 -0.029
C -3.502965 3.392701 -1.541655 0.056 -0.136 0.065
C -3.477538 4.593457 -2.230136 -0.042 0.056 -0.016
C -2.259675 5.159516 -2.573941 -0.019 0.017 -0.019
C -1.087394 4.522196 -2.202600 0.038 -0.022 0.040
C -1.091771 3.340388 -1.458070 -0.056 -0.048 0.050
N 0.104854 2.683716 -1.125684 0.123 0.009 0.064
C 1.124427 3.404175 -0.769932 -0.050 0.222 -0.084
N 1.049309 4.624155 -0.122012 0.018 -0.076 0.054
C 1.814784 5.766207 -0.557576 -0.018 -0.011 -0.035
C -0.030537 4.905179 0.802292 -0.012 -0.014 -0.010
N 2.399362 2.986522 -1.049961 -0.051 -0.158 0.095
C 2.607981 1.900445 -1.989615 0.035 0.016 -0.070
C 3.503207 3.217669 -0.142417 0.027 0.048 -0.019
N -3.952944 1.960967 1.108504 -0.030 -0.122 -0.067
C -5.387457 1.964211 1.275553 -0.031 -0.007 -0.011
C -3.264505 3.095128 1.687066 0.045 -0.014 0.014
H -4.578687 -1.440469 -1.237608 -0.031 -0.001 0.025
H -2.903176 -1.801283 -0.791943 0.038 -0.075 0.031
H -3.238348 -0.400937 -1.807329 -0.017 0.007 0.020
H -5.317306 -1.104793 1.280217 -0.019 0.032 0.034
H -4.135047 -0.200016 2.258047 0.035 -0.027 0.049
H -3.704597 -1.768448 1.512042 0.046 -0.016 0.035
H -4.452186 2.916049 -1.326393 -0.029 0.003 -0.013
H -4.406845 5.065319 -2.525106 -0.001 -0.003 -0.006
H -2.219304 6.075845 -3.149681 -0.001 0.005 0.001
H -0.133014 4.938210 -2.504814 0.005 -0.005 0.001
H 2.506043 5.479917 -1.347731 0.011 0.000 0.009
H 2.385271 6.206583 0.268319 0.006 -0.002 -0.007
H 1.142281 6.540333 -0.949286 0.007 -0.001 -0.008
H -0.387093 3.964164 1.221876 0.013 0.001 -0.025
H -0.854524 5.450329 0.328049 0.000 0.027 -0.017
H 0.372499 5.517275 1.615615 -0.016 0.001 0.001
H 1.789662 1.858339 -2.702305 -0.010 -0.010 0.017
H 2.640223 0.922660 -1.500817 0.001 0.008 0.035
H 3.557690 2.065344 -2.507187 -0.005 0.007 0.001
H 3.262827 4.002391 0.567576 -0.027 -0.004 0.022
H 4.392519 3.509016 -0.708141 0.006 0.032 0.014
H 3.748584 2.309900 0.417726 -0.002 -0.030 -0.038
H -5.842711 1.149326 0.718665 0.019 -0.007 -0.016
H -5.803658 2.910419 0.905441 0.011 -0.009 0.006
H -5.665752 1.864546 2.329878 0.005 -0.015 -0.009
H -2.194564 2.888954 1.728239 0.022 0.002 -0.054
H -3.630386 3.220513 2.710934 0.017 0.015 -0.006
H -3.458278 4.021078 1.133746 0.013 0.014 -0.024
C 2.343060 -1.812071 -3.614318 -0.028 0.023 0.013
C 1.073453 -2.047027 -2.813356 0.080 -0.033 -0.125
S 0.149240 -0.614903 -2.427444 -0.105 -0.025 0.030
C 0.759385 -3.319821 -2.505775 0.020 0.064 0.014
C 1.601375 -4.481092 -2.990287 -0.051 0.006 0.046
S -0.677511 -3.809722 -1.596939 -0.071 0.121 0.263
H 2.555696 -0.746332 -3.666202 0.015 -0.013 -0.006
H 2.242292 -2.187375 -4.638403 -0.002 -0.002 0.005
H 3.206295 -2.322415 -3.172592 0.017 0.008 -0.003
H 1.679737 -4.499259 -4.081540 0.019 0.013 0.001
H 1.169375 -5.428877 -2.670614 -0.003 0.003 -0.008
H 2.624084 -4.438212 -2.597027 -0.005 -0.008 -0.002
F -0.338852 2.036980 1.782900 0.215 -0.345 -0.367
Br 6.496772 -1.680320 1.275106 0.020 -0.018 0.001
C 4.666158 -1.242475 1.079286 -0.027 0.004 -0.010
C 3.867223 -1.969574 0.219054 0.038 -0.038 0.008
C 2.535708 -1.596581 0.097158 -0.043 -0.013 0.060
N 2.008914 -0.573812 0.770623 0.187 0.126 -0.140
C 2.793964 0.100565 1.606500 -0.058 0.030 0.147
C 4.134580 -0.190074 1.801993 -0.009 -0.008 0.000
H 4.255877 -2.802252 -0.349052 -0.001 0.000 0.000
H 1.873544 -2.133463 -0.572440 -0.036 0.014 -0.031
H 2.319921 0.912620 2.150922 0.009 0.013 -0.045
H 4.736845 0.387420 2.488242 -0.003 0.005 0.000
```
Forces are in eV/Å.

HOMO level, eV: -3.72
Orbital gap, eV: 5.82
Total charge: -1
E, eV: -241663.164
Max |F|, eV/Å: 0.785
Spin multiplicity: 1
Relative energy (zero: lowest compared OMol25 entry of this formula, charge and spin), kJ/mol: 20.0

(2)
ORCA calculation (wB97M-V/def2-TZVPD) on 2 unconnected molecules or ions with the total composition C2H10NO.

```
14
Properties=species:S:1:pos:R:3:forces:R:3
C -0.039928 0.097362 -2.331235 0.653 0.590 -1.944
C 0.361292 -0.565408 -0.039946 1.596 -1.207 1.072
N -0.384238 0.311362 -0.932355 -2.038 -0.011 1.021
H -0.237398 -0.929658 -2.681735 -0.027 0.408 0.587
H 1.034372 0.312242 -2.458975 -0.488 -0.097 0.034
H -0.616008 0.799552 -2.957075 0.251 -0.340 0.279
H 1.433381 -0.490358 -0.288116 -0.466 -0.037 0.191
H 0.030862 -1.602677 -0.217416 0.182 0.477 0.026
H 0.230812 -0.332858 1.030344 -0.141 0.178 -0.599
H -0.329838 1.308912 -0.636226 0.060 -0.756 -0.408
H -1.367358 -0.004048 -0.791796 0.457 0.845 -0.239
O 0.043382 0.757792 4.109602 -0.208 -1.235 -0.400
H -0.707418 0.309112 3.658793 0.719 0.430 0.730
H 0.548082 0.028672 4.536132 -0.552 0.754 -0.351
```
Forces are in eV/Å.

HOMO level, eV: -14.48
Orbital gap, eV: 10.65
Total charge: +1
E, eV: -5766.673
Max |F|, eV/Å: 2.279
Spin multiplicity: 1
Relative energy (zero: lowest compared OMol25 entry of this formula, charge and spin), kJ/mol: 97.4

(3)
ORCA calculation (wB97M-V/def2-TZVPD) on 2 unconnected molecules or ions with the total composition C19H22N7O4.

```
52
Properties=species:S:1:pos:R:3:forces:R:3
O 5.093627 0.435551 -2.514493 0.195 0.524 -0.345
O 0.066117 0.592129 0.232558 -0.174 -0.180 0.743
O 3.284076 -2.942560 1.401729 0.032 0.346 -0.392
O 1.002352 0.573520 -1.794314 0.373 -0.571 0.185
N -1.404660 2.498508 -2.063151 0.151 -0.176 0.032
N -4.297490 4.503646 -1.777296 -1.490 1.031 0.116
N -4.302694 3.153237 0.178799 -0.576 0.463 -0.015
C 4.217881 -0.264623 -2.025773 0.660 -0.465 -1.247
C 0.817300 0.107940 -0.649152 -0.078 0.980 -1.009
C 3.796052 -2.158479 0.605754 -0.681 -0.421 0.725
C -1.320898 3.204673 -3.159182 -0.860 -0.553 1.675
C -4.820849 4.090952 -0.616558 1.168 -0.180 -0.930
C -3.174381 3.899433 -2.132835 -0.237 -0.033 0.166
C -3.175369 2.566821 -0.220993 0.710 -1.907 2.224
C -3.412102 -2.712715 3.089308 0.052 0.383 -0.150
C -4.530447 -1.921781 2.803871 0.456 0.269 -0.088
C -2.128870 -2.165460 2.988862 -0.366 0.298 -0.192
C -4.363915 -0.580814 2.433409 0.486 -0.312 0.122
C -1.965597 -0.827888 2.612978 -0.296 -0.224 0.090
C -2.561167 2.923654 -1.407794 1.278 -0.228 -1.316
C -3.079823 -0.019377 2.347353 -0.035 -0.534 0.337
N -2.394038 4.075485 -3.235631 0.057 0.966 -1.380
N 5.045057 -2.348262 0.157323 0.983 0.383 -0.822
N -2.613254 1.584161 0.559096 -0.064 0.895 -0.599
N 3.796661 -0.020040 -0.785645 -0.648 -0.655 1.762
C 3.677019 -1.434416 -2.820796 -0.226 0.236 0.226
C 5.889419 -3.483492 0.519970 -0.634 0.273 0.150
C -2.886675 1.434824 1.992634 -0.018 -0.092 -0.406
C 1.589370 -1.160450 -0.282466 0.136 -0.813 0.277
C 3.044823 -0.886444 0.151151 -0.353 0.495 -0.544
H -0.523518 3.108130 -3.890221 -0.313 0.166 0.111
H -5.743437 4.562217 -0.290955 0.075 -0.013 -0.061
H -3.536500 -3.753494 3.370437 -0.014 0.080 -0.003
H -5.527055 -2.347036 2.862668 0.065 0.032 0.009
H -1.252619 -2.777348 3.181087 -0.107 0.050 -0.001
H -5.229284 0.033452 2.203612 0.053 -0.020 0.036
H -0.965302 -0.413916 2.502822 -0.156 -0.006 -0.038
H -2.583042 4.732685 -3.978640 0.013 -0.123 0.192
H 5.413554 -1.647994 -0.470160 0.043 -0.133 0.154
H -1.674141 1.282893 0.227673 -0.183 -0.075 0.377
H 4.053338 0.890568 -0.442766 0.139 -0.033 -0.002
H 4.269414 -1.552344 -3.724815 0.101 0.070 0.118
H 2.648035 -1.201845 -3.094546 -0.119 -0.047 0.108
H 3.702862 -2.349010 -2.236658 -0.141 -0.192 0.028
H 5.368043 -4.414433 0.289824 0.078 -0.003 0.064
H 6.829008 -3.446947 -0.031664 -0.154 0.130 -0.004
H 6.092947 -3.456850 1.591646 0.052 -0.128 -0.018
H -3.776271 1.994773 2.297677 0.139 0.002 -0.441
H -2.044074 1.843970 2.560085 0.036 -0.086 -0.029
H 1.572668 -1.854793 -1.121700 0.042 0.042 -0.137
H 1.071985 -1.652795 0.542686 0.198 0.008 0.051
H 2.945864 -0.297617 1.063191 0.151 0.079 0.088
```
Forces are in eV/Å.

HOMO level, eV: -4.91
Orbital gap, eV: 7.68
Total charge: -1
E, eV: -38684.705
Max |F|, eV/Å: 3.014
Spin multiplicity: 1
Relative energy (zero: lowest compared OMol25 entry of this formula, charge and spin), kJ/mol: 121.0

(4)
ORCA calculation (wB97M-V/def2-TZVPD) on 2 unconnected molecules or ions with the total composition C22H19ClNO2.

```
45
Properties=species:S:1:pos:R:3:forces:R:3
Cl 7.370064 -3.610335 0.102823 0.000 0.013 0.050
C 5.636008 -3.610168 0.096372 -0.094 0.054 -0.083
C 4.942863 -4.806335 0.075482 0.234 0.013 -0.014
C 3.565785 -4.810225 0.032411 -0.353 0.307 -0.015
C 2.852010 -3.610394 0.008873 -0.264 0.025 0.294
N 1.453341 -3.610427 -0.050511 -0.528 0.050 -0.300
C 3.564960 -2.410390 0.037884 -0.345 -0.444 -0.041
C 4.942061 -2.414192 0.080621 0.344 0.011 -0.021
H 5.499622 -5.726581 0.089797 0.024 -0.236 0.001
H 3.022445 -5.739025 0.019589 -0.053 -0.258 -0.007
H 0.924559 -2.780145 0.176616 0.515 -0.046 0.132
H 0.924753 -4.440332 0.179094 0.486 -0.014 -0.010
H 3.020812 -1.482175 0.030773 -0.079 0.333 0.025
H 5.498493 -1.493917 0.098586 0.050 0.237 0.004
C -2.896428 5.708510 3.923153 -0.545 0.287 0.091
O -1.627178 5.106931 3.783671 0.739 -1.976 -1.852
C -1.524774 4.141039 2.774438 -0.067 0.956 1.016
C -0.280457 3.516386 2.597669 0.125 0.232 0.302
C -0.084212 2.556902 1.635015 -0.093 -0.067 -0.105
C -1.136752 2.170038 0.791406 -0.755 -0.136 -0.445
C -1.042611 1.170227 -0.253254 -1.276 0.226 -0.255
O -2.213171 0.948680 -0.957601 2.125 -0.456 0.330
C -2.217635 0.017295 -1.978084 0.176 -0.353 -0.305
C -1.056831 -0.718557 -2.312824 -0.428 0.352 0.233
C -1.125681 -1.654174 -3.358736 -0.428 -0.006 -0.189
C -2.303985 -1.848056 -4.048393 0.656 -0.226 0.024
C -3.438065 -1.119788 -3.716112 0.054 0.310 0.361
C -3.395477 -0.198350 -2.692300 -0.061 0.552 0.582
C 0.117521 -0.466374 -1.572385 -0.264 0.294 0.150
C 0.118602 0.459849 -0.563829 -0.084 -0.297 -0.356
C -2.376336 2.796605 0.970530 0.083 -0.112 -0.087
C -2.574154 3.754801 1.930901 -0.181 0.450 0.417
H -2.851754 6.437811 4.733503 0.249 -0.195 -0.111
H -3.169320 6.227902 3.003467 -0.114 0.022 0.012
H -3.643955 4.955033 4.175214 -0.101 0.053 -0.017
H 0.524442 3.815051 3.246714 0.190 0.018 0.095
H 0.880999 2.096325 1.523967 0.271 0.022 0.134
H -0.245377 -2.217719 -3.614736 0.206 -0.103 -0.015
H -2.348203 -2.567358 -4.849931 0.041 -0.084 -0.077
H -4.356262 -1.272315 -4.258124 -0.140 0.007 -0.047
H -4.263077 0.376517 -2.418233 -0.225 0.083 0.000
H 1.012376 -1.008062 -1.818403 0.314 -0.184 -0.041
H 1.020029 0.651818 -0.010791 0.056 0.102 0.133
H -3.178238 2.496019 0.319550 -0.287 0.165 0.064
H -3.541803 4.211642 2.036121 -0.171 0.013 -0.057
```
Forces are in eV/Å.

HOMO level, eV: -10.06
Orbital gap, eV: 4.87
Total charge: +1
E, eV: -41223.135
Max |F|, eV/Å: 2.807
Spin multiplicity: 1
Relative energy (zero: lowest compared OMol25 entry of this formula, charge and spin), kJ/mol: 6.2

(5)
ORCA calculation (wB97M-V/def2-TZVPD) on C5H6 in the gas phase.

```
11
Properties=species:S:1:pos:R:3:forces:R:3
C -1.069738 0.728102 0.126336 -0.758 -4.325 -2.147
C -1.024769 -0.670990 -0.064138 0.063 3.081 1.725
C 0.467361 -1.078460 0.094520 0.435 0.467 -2.792
C 1.191546 0.257701 -0.046229 -1.876 2.620 -0.405
C 0.276451 1.318255 -0.089752 -0.619 -6.947 1.347
H -2.167333 0.869946 0.101898 1.013 2.209 0.023
H -2.085386 -1.007975 -0.350135 2.323 -1.093 0.834
H 0.938315 -1.459703 1.031793 -1.118 -0.505 -0.584
H 0.782221 -1.644452 -0.837575 -0.174 -0.099 1.339
H 2.276642 0.433114 -0.111467 -0.624 -0.485 0.285
H 0.414693 2.254461 0.144744 1.334 5.078 0.375
```
Forces are in eV/Å.

HOMO level, eV: -8.30
Orbital gap, eV: 9.32
E, eV: -5278.897
Max |F|, eV/Å: 7.103
Spin multiplicity: 1
Relative energy (zero: lowest compared OMol25 entry of this formula, charge and spin), kJ/mol: 222.1

Question: The highest relative energy (zero: lowest compared OMol25 entry of this formula, charge and spin) belongs to which entry?
Answer: C5H6